P | {
  "formula": "CH4S2",
  "method": "the ωB97M-V functional and the def2-TZVPD basis",
  "species": ["C", "S", "H", "H", "S", "H", "H"],
  "positions_angstrom": [[0.61, 1.35, -1.92], [1.11, -0.11, -1.50], [0.50, 1.65, -2.96], [0.36, 2.10, -1.18], [-1.09, -1.17, 2.26], [-1.51, -1.96, 3.23], [0.02, -1.87, 2.07]],
  "charge": 0,
  "homo_lumo_gap_ev": 8.57,
  "smiles": "C=S.S",
  "lumo_energy_ev": -0.40
}

Q | {
  "formula": "CH4S2",
  "method": "the ωB97M-V functional and the def2-TZVPD basis",
  "species": ["C", "S", "S", "H", "H", "H", "H"],
  "positions_angstrom": [[-0.45, -0.51, 0.51], [0.60, -0.81, -0.96], [1.45, 0.98, -1.28], [-1.29, -1.20, 0.41], [-0.93, 0.47, 0.42], [0.03, -0.66, 1.47], [0.60, 1.73, -0.56]],
  "charge": 0,
  "homo_lumo_gap_ev": 8.78,
  "smiles": "CSS",
  "lumo_energy_ev": 0.69
}

Pick Q: it beats the second-best structure by 18.7 kcal/mol.

P | {
  "formula": "C21H30N2O4",
  "method": "the ωB97M-V functional and the def2-TZVPD basis",
  "species": ["C", "C", "O", "C", "O", "C", "C", "C", "N", "C", "O", "C", "C", "C", "C", "C", "N", "C", "O", "C", "C", "C", "C", "C", "C", "C", "C", "H", "H", "H", "H", "H", "H", "H", "H", "H", "H", "H", "H", "H", "H", "H", "H", "H", "H", "H", "H", "H", "H", "H", "H", "H", "H", "H", "H", "H", "H"],
  "positions_angstrom": [[-5.60, -1.98, 1.57], [-5.99, -1.45, 0.20], [-5.54, -0.10, 0.05], [-4.54, 0.15, -0.79], [-4.02, -0.68, -1.50], [-4.18, 1.63, -0.80], [-4.24, 2.23, 0.60], [-3.28, 1.48, 1.53], [-2.17, 0.92, 0.77], [-1.89, -0.40, 0.88], [-2.47, -1.13, 1.66], [-0.78, -0.91, 0.01], [-1.06, -1.84, -0.98], [-0.02, -2.37, -1.73], [1.28, -1.98, -1.48], [1.57, -1.05, -0.48], [2.90, -0.70, -0.27], [3.41, 0.33, 0.45], [2.74, 1.13, 1.07], [4.94, 0.39, 0.45], [5.51, 0.51, -0.96], [4.89, 1.66, -1.73], [5.48, -0.83, 1.22], [6.96, -0.70, 1.58], [0.53, -0.52, 0.27], [-1.72, 1.78, -0.30], [-2.78, 1.83, -1.41], [-6.07, -1.39, 2.35], [-5.92, -3.01, 1.66], [-4.52, -1.94, 1.69], [-7.07, -1.43, 0.07], [-5.54, -2.06, -0.60], [-4.93, 2.11, -1.44], [-5.25, 2.17, 1.00], [-3.96, 3.29, 0.54], [-2.88, 2.15, 2.30], [-3.78, 0.64, 2.02], [-2.08, -2.12, -1.17], [-0.23, -3.09, -2.50], [2.09, -2.41, -2.06], [3.57, -1.26, -0.79], [5.20, 1.29, 1.01], [6.59, 0.67, -0.89], [5.37, -0.42, -1.52], [3.82, 1.52, -1.86], [5.04, 2.60, -1.20], [5.34, 1.76, -2.72], [5.33, -1.74, 0.63], [4.91, -0.94, 2.14], [7.27, -1.54, 2.19], [7.13, 0.22, 2.14], [7.58, -0.68, 0.68], [0.74, 0.19, 1.05], [-1.55, 2.77, 0.13], [-0.77, 1.41, -0.69], [-2.60, 1.03, -2.13], [-2.72, 2.79, -1.93]],
  "charge": 0,
  "homo_lumo_gap_ev": 9.23,
  "smiles": "CCOC(=O)C1CCN(C(=O)c2cccc(NC(=O)C(CC)CC)c2)CC1",
  "lumo_energy_ev": 0.73
}

Q | {
  "formula": "C21H30N2O4",
  "method": "the ωB97M-V functional and the def2-TZVPD basis",
  "species": ["C", "O", "C", "C", "C", "C", "C", "C", "O", "C", "C", "C", "O", "N", "C", "C", "C", "C", "C", "C", "C", "C", "C", "C", "N", "C", "O", "H", "H", "H", "H", "H", "H", "H", "H", "H", "H", "H", "H", "H", "H", "H", "H", "H", "H", "H", "H", "H", "H", "H", "H", "H", "H", "H", "H", "H", "H"],
  "positions_angstrom": [[-4.71, -0.06, -2.60], [-4.75, 0.26, -1.23], [-3.60, 0.12, -0.50], [-2.40, -0.30, -1.05], [-1.25, -0.43, -0.28], [-1.28, -0.11, 1.07], [-2.47, 0.31, 1.63], [-3.64, 0.43, 0.88], [-4.71, 0.86, 1.60], [-5.99, 0.99, 1.03], [-0.01, -0.20, 1.86], [0.84, 1.09, 1.80], [1.69, 1.30, 2.63], [0.57, 1.91, 0.77], [1.40, 3.05, 0.44], [2.19, 2.82, -0.85], [3.10, 1.59, -0.81], [4.19, 1.73, 0.24], [3.71, 1.36, -2.19], [0.88, -1.33, 1.33], [0.41, -2.73, 1.72], [1.44, -3.75, 1.23], [1.67, -3.60, -0.28], [2.03, -2.16, -0.62], [1.00, -1.27, -0.12], [-0.02, -0.94, -0.94], [0.06, -1.04, -2.16], [-4.01, 0.58, -3.15], [-4.45, -1.11, -2.76], [-5.73, 0.12, -2.97], [-2.32, -0.56, -2.09], [-2.53, 0.56, 2.68], [-6.01, 1.74, 0.24], [-6.63, 1.31, 1.86], [-6.36, 0.04, 0.64], [-0.21, -0.38, 2.92], [-0.11, 1.63, 0.08], [2.07, 3.20, 1.28], [0.76, 3.93, 0.33], [2.79, 3.71, -1.05], [1.48, 2.70, -1.68], [2.49, 0.72, -0.57], [3.77, 1.74, 1.24], [4.88, 0.89, 0.18], [4.76, 2.65, 0.09], [2.93, 1.20, -2.93], [4.31, 2.22, -2.49], [4.36, 0.48, -2.18], [1.89, -1.18, 1.74], [0.31, -2.80, 2.81], [-0.57, -2.93, 1.27], [1.09, -4.77, 1.45], [2.38, -3.59, 1.75], [2.46, -4.27, -0.61], [0.75, -3.87, -0.82], [2.09, -2.02, -1.70], [2.99, -1.88, -0.17]],
  "charge": 0,
  "homo_lumo_gap_ev": 9.00,
  "smiles": "COc1cc2c(cc1OC)[C@H](C(=O)NCCC(C)C)[C@H]1CCCCN1C2=O",
  "lumo_energy_ev": 0.66
}

Pick P: it beats the second-best structure by 13.9 kcal/mol.

P | {
  "formula": "C7H12O3",
  "method": "the ωB97M-V functional and the def2-TZVPD basis",
  "species": ["O", "C", "O", "C", "C", "C", "C", "C", "O", "C", "H", "H", "H", "H", "H", "H", "H", "H", "H", "H", "H", "H"],
  "positions_angstrom": [[-2.44, -0.20, 1.92], [-2.05, -1.14, 1.30], [-2.94, -2.02, 0.79], [-0.59, -1.45, 1.05], [0.31, -0.19, 1.04], [1.08, -0.02, -0.27], [0.16, 0.31, -1.46], [0.03, 1.83, -1.33], [1.25, 2.31, -0.78], [2.00, 1.21, -0.26], [-2.48, -2.72, 0.29], [-0.28, -2.14, 1.85], [-0.48, -2.01, 0.11], [-0.31, 0.69, 1.24], [1.02, -0.26, 1.87], [1.69, -0.92, -0.45], [0.62, 0.01, -2.41], [-0.83, -0.16, -1.39], [-0.81, 2.07, -0.66], [-0.16, 2.32, -2.29], [2.88, 1.03, -0.89], [2.34, 1.45, 0.76]],
  "charge": 0,
  "homo_lumo_gap_ev": 10.14,
  "smiles": "O=C(O)CC[C@H]1CCOC1",
  "lumo_energy_ev": 0.49
}

Q | {
  "formula": "C7H12O3",
  "method": "the ωB97M-V functional and the def2-TZVPD basis",
  "species": ["O", "C", "C", "C", "C", "C", "C", "O", "C", "H", "H", "H", "H", "H", "H", "H", "H", "H", "H", "O", "H", "H"],
  "positions_angstrom": [[2.09, 1.35, 1.63], [1.09, 0.72, 0.89], [0.07, 1.60, 0.25], [-0.35, 0.65, 1.36], [-0.90, -0.71, 0.98], [0.07, -1.23, -0.07], [-0.14, -1.96, -1.33], [-0.88, -0.94, -1.64], [1.43, -0.57, 0.17], [2.33, 0.79, 2.38], [0.11, 2.66, 0.53], [-0.21, 1.41, -0.78], [-0.63, 1.08, 2.32], [-0.87, -1.37, 1.86], [-1.93, -0.70, 0.60], [0.72, -2.22, -1.97], [-0.01, -2.64, -0.07], [2.00, -0.41, -0.76], [2.04, -1.20, 0.84], [-2.34, 1.21, -2.61], [-1.88, 0.49, -2.15], [-1.81, 1.99, -2.42]],
  "charge": 0,
  "homo_lumo_gap_ev": [7.57, 7.42],
  "lumo_energy_ev": [-0.33, -0.35]
}

Pick P: it beats the second-best structure by 163.2 kcal/mol.

P | {
  "formula": "Cl2O2S2",
  "method": "the ωB97M-V functional and the def2-TZVPD basis",
  "species": ["O", "O", "S", "S", "Cl", "Cl"],
  "positions_angstrom": [[-2.10, -0.39, 1.01], [0.00, -1.01, 0.18], [-1.49, -0.43, -0.29], [1.86, -0.82, -0.32], [-0.82, 1.50, -0.90], [2.54, 1.16, 0.32]],
  "charge": 0,
  "homo_lumo_gap_ev": 8.18,
  "lumo_energy_ev": -2.18
}

Q | {
  "formula": "Cl2O2S2",
  "method": "the ωB97M-V functional and the def2-TZVPD basis",
  "species": ["O", "O", "S", "S", "Cl", "Cl"],
  "positions_angstrom": [[0.40, 2.12, 0.85], [-0.97, -0.19, 0.41], [-0.09, 1.66, -0.41], [-1.27, -1.70, 0.11], [1.47, 0.83, -1.33], [0.46, -2.73, 0.38]],
  "charge": 0,
  "homo_lumo_gap_ev": [8.00, 6.24],
  "lumo_energy_ev": [-1.25, -2.01]
}

R | {
  "formula": "Cl2O2S2",
  "method": "the ωB97M-V functional and the def2-TZVPD basis",
  "species": ["O", "S", "Cl", "S", "O", "Cl"],
  "positions_angstrom": [[0.71, -1.88, -0.70], [1.06, -0.48, -0.52], [1.54, -0.29, 1.43], [-1.10, 0.50, -0.69], [-0.91, 1.91, -0.84], [-1.30, 0.22, 1.32]],
  "charge": 0,
  "homo_lumo_gap_ev": 8.22,
  "smiles": "O=S(Cl)#S(=O)Cl",
  "lumo_energy_ev": -1.30
}

Pick R: it beats the second-best structure by 13.2 kcal/mol.

P | {
  "formula": "C2H7OPS",
  "method": "the ωB97M-V functional and the def2-TZVPD basis",
  "species": ["C", "C", "P", "O", "S", "H", "H", "H", "H", "H", "H", "H"],
  "positions_angstrom": [[1.58, 0.69, -0.17], [0.74, -0.47, 0.33], [-0.87, -0.43, -0.59], [-1.64, -1.51, 0.36], [-1.66, 1.50, 0.14], [1.89, 0.47, -1.13], [0.83, 1.42, -0.07], [2.45, 1.11, 0.39], [0.54, -0.35, 1.41], [1.07, -1.51, 0.06], [-2.12, -2.08, -0.25], [-2.81, 1.17, -0.49]],
  "charge": 0,
  "homo_lumo_gap_ev": 9.57,
  "smiles": "CCP(O)S",
  "lumo_energy_ev": 0.74
}

Q | {
  "formula": "C2H7OPS",
  "method": "the ωB97M-V functional and the def2-TZVPD basis",
  "species": ["C", "C", "O", "P", "S", "H", "H", "H", "H", "H", "H", "H"],
  "positions_angstrom": [[-0.71, -0.98, 1.03], [-0.46, 1.66, 1.59], [-0.27, -1.32, -0.20], [-0.31, -0.50, -1.71], [0.20, 1.79, 0.01], [-1.76, -0.79, 1.09], [0.03, -0.66, 1.81], [0.12, 1.21, 2.36], [-1.43, 2.03, 1.71], [1.12, -0.39, -1.82], [-0.13, -1.70, -2.52], [1.56, 1.51, 0.42]],
  "charge": 0,
  "homo_lumo_gap_ev": [7.54, 7.87],
  "lumo_energy_ev": [0.27, 0.55]
}

Pick P: it beats the second-best structure by 122.4 kcal/mol.

P | {
  "formula": "C2H3N5O",
  "method": "the ωB97M-V functional and the def2-TZVPD basis",
  "species": ["C", "N", "N", "N", "N", "N", "C", "O", "H", "H", "H"],
  "positions_angstrom": [[-0.56, 0.15, -2.07], [-0.72, 0.98, -1.12], [-0.21, 0.55, 0.10], [-0.37, 1.45, 1.15], [0.10, 0.86, 2.19], [0.62, -0.34, 1.85], [0.38, -0.64, 0.53], [0.70, -1.61, -0.10], [-0.14, -0.87, -1.99], [-0.88, 0.40, -3.08], [1.08, -0.92, 2.54]],
  "charge": 0,
  "homo_lumo_gap_ev": 10.41,
  "smiles": "C=Nn1nn[nH]c1=O",
  "lumo_energy_ev": 0.60
}

Q | {
  "formula": "C2H3N5O",
  "method": "the ωB97M-V functional and the def2-TZVPD basis",
  "species": ["O", "N", "C", "N", "N", "C", "N", "N", "H", "H", "H"],
  "positions_angstrom": [[2.63, -0.56, 0.04], [1.78, 0.55, -0.06], [0.55, 0.15, -0.04], [0.18, -1.18, -0.03], [-1.06, -1.54, -0.08], [-2.02, -0.50, 0.00], [-1.74, 0.78, 0.07], [-0.49, 1.14, -0.16], [3.48, -0.14, -0.02], [-3.07, -0.76, 0.06], [-0.24, 2.06, 0.21]],
  "charge": 0,
  "homo_lumo_gap_ev": 7.45,
  "smiles": "O/N=c1\\nncn[nH]1",
  "lumo_energy_ev": -1.25
}

Pick P: it beats the second-best structure by 46.5 kcal/mol.